# 1
Entry from the Open Molecules 2025 dataset: 2 unconnected molecules or ions with the total composition C9H16N2 (ωB97M-V/def2-TZVPD).

Properties
- ΔE to the lowest compared entry with this formula, charge and spin: 90.7 kcal per mole
- Gap between HOMO and LUMO: 9.50 eV
- Total energy: -461.8983 hartree
- LUMO: 0.0251 Ha

Geometry (Å):
C: 1.38805 -1.87336 0.06134
C: -1.91967 -0.86067 -0.95050
C: -0.69104 -0.15852 -1.52285
C: -1.30078 -0.67761 0.50053
C: -0.84296 1.05617 -2.29293
C: -2.11645 -0.17941 1.71095
C: 1.63833 -0.25263 1.85284
C: 2.49225 0.00889 -0.74639
C: 1.58118 -0.49311 0.36251
N: 1.25800 -3.01260 -0.06153
N: -0.23927 0.20696 -0.09377
H: -2.85475 -0.33575 -1.26663
H: -1.99375 -1.90661 -1.09600
H: 0.07173 -0.89089 -1.93995
H: -0.80109 -1.63519 0.73935
H: -1.57568 0.94093 -3.13192
H: 0.02051 1.29847 -2.86732
H: -1.15281 1.93553 -1.63499
H: -3.09467 0.28224 1.41754
H: -1.43608 0.36514 2.43899
H: -2.50393 -1.07906 2.22180
H: 0.74349 0.26557 2.05059
H: 1.81281 -1.01559 2.55020
H: 2.43445 0.46790 1.97465
H: 3.15181 -0.75297 -1.13581
H: 2.93236 0.90767 -0.44596
H: 1.83887 0.30306 -1.60940

Forces on the atoms, in the same order (eV/Å):
C -0.4 -1.3 0.6
C -0.4 1.1 1.0
C 2.2 -2.1 2.4
C 0.3 0.1 -0.9
C -1.9 2.1 -1.5
C -0.1 -0.7 0.0
C 1.2 2.2 -1.6
C -1.9 0.4 -0.6
C -3.4 -0.7 -1.8
N -0.1 0.2 -0.3
N 2.2 -1.0 0.4
H 0.6 -0.4 0.8
H -0.2 -1.0 -0.8
H -1.0 0.7 0.0
H -0.6 0.2 0.1
H 0.0 0.0 0.8
H 1.1 0.5 0.0
H 0.4 -1.2 -1.0
H 1.3 0.6 0.2
H -1.3 -0.3 -0.9
H 0.5 0.2 0.1
H -1.1 0.6 0.7
H 0.1 -1.6 0.4
H 0.3 0.4 0.4
H 0.5 0.0 0.3
H 1.3 1.3 0.4
H 0.5 -0.4 0.7



# 2
Entry from the Open Molecules 2025 dataset: a molecular structure, C41H41As2N3W (ωB97M-V/def2-TZVPD).

Properties
- ΔE to the lowest compared entry with this formula, charge and spin: 40.3 kcal per mole
- Net charge: +4
- Gap between HOMO and LUMO (spin up / spin down): 5.71 / 6.00 eV
- Multiplicity: 3
- Total energy: -6288.3195 hartree
- LUMO (spin up / spin down): -0.4978 / -0.4869 Ha

Geometry (Å):
W: -0.64898 0.13256 -0.26638
C: -3.83780 1.17469 -2.77764
C: -4.32028 1.11870 -1.46317
C: -3.52832 1.55407 -0.41529
C: -2.22383 2.03892 -0.66121
C: -1.74629 2.07728 -1.99004
C: -2.55576 1.63687 -3.04109
H: -4.48783 0.89097 -3.59665
H: -5.33762 0.79695 -1.27928
H: -3.94153 1.61359 0.58426
H: -1.72684 2.64505 0.09557
H: -0.81576 2.58725 -2.21618
H: -2.20759 1.72268 -4.06329
C: 2.59324 1.89159 1.01391
C: 2.96986 0.42288 1.07715
As: 1.33419 -0.62117 1.32806
C: 1.84433 -2.42076 1.72982
C: 2.77004 -3.04395 0.88986
C: 3.23162 -4.31199 1.21106
C: 2.76863 -4.94878 2.35646
C: 1.84150 -4.32702 3.18577
C: 1.36983 -3.06055 2.87663
C: 0.49768 0.28512 2.79582
C: 1.05705 0.45018 4.05824
C: 0.44659 1.30090 4.97459
C: -0.69505 2.01381 4.63241
C: -1.26041 1.87856 3.36603
C: -0.65762 1.00048 2.48059
As: 1.18287 2.10113 -0.31695
C: 1.97561 1.44708 -1.92590
C: 1.36085 0.32269 -2.46403
C: 1.83634 -0.31807 -3.59552
C: 2.97927 0.19887 -4.20004
C: 3.61310 1.31878 -3.67539
C: 3.11937 1.94801 -2.53822
C: 0.69524 3.94228 -0.44245
C: 0.38637 4.62349 0.73730
C: 0.07755 5.97358 0.67998
C: 0.07130 6.63274 -0.54371
C: 0.37555 5.95067 -1.71607
C: 0.68723 4.60019 -1.67391
H: 3.41776 2.52231 0.67367
H: 2.24163 2.27765 1.97074
H: 3.60408 0.19073 1.93616
H: 3.47899 0.07902 0.17595
H: 3.15548 -2.54714 0.00461
H: 3.96468 -4.79671 0.58049
H: 3.14004 -5.93264 2.61098
H: 1.49981 -4.82668 4.08239
H: 0.65646 -2.57538 3.53400
H: 1.96445 -0.07243 4.33884
H: 0.87193 1.41428 5.96325
H: -1.15357 2.67486 5.35628
H: -2.15662 2.42597 3.10437
H: -1.26830 0.84371 1.54332
H: 0.40632 -0.09559 -2.04491
H: 1.34159 -1.18488 -4.01494
H: 3.37499 -0.27421 -5.08912
H: 4.49976 1.70759 -4.15870
H: 3.62729 2.82333 -2.14972
H: 0.40753 4.12232 1.70106
H: -0.14438 6.51680 1.58846
H: -0.16474 7.68795 -0.58318
H: 0.38017 6.47555 -2.66182
H: 0.94814 4.08290 -2.59123
N: -1.22102 -2.66391 1.13338
C: -2.11508 -3.31885 1.86767
C: -3.16240 -2.44818 2.14207
C: -2.81837 -1.27207 1.51235
N: -1.62837 -1.39512 0.86613
H: -0.40690 -3.05269 0.67016
H: -1.95559 -4.35014 2.14326
H: -4.04476 -2.65176 2.72462
H: -3.35590 -0.34033 1.49987
N: -1.60870 -1.03061 -1.85136
C: -1.39261 -2.48896 -1.83238
C: -0.09672 -2.98668 -1.81823
C: 0.08744 -4.36338 -1.74133
C: -1.00870 -5.21396 -1.67936
C: -2.29780 -4.69482 -1.69661
C: -2.49675 -3.32228 -1.76494
H: -2.61418 -0.85468 -1.74319
H: -1.39452 -0.66008 -2.77987
H: 0.76944 -2.33513 -1.89002
H: 1.08958 -4.77080 -1.75229
H: -0.86010 -6.28438 -1.63699
H: -3.15066 -5.35965 -1.67047
H: -3.50451 -2.92121 -1.78449

Forces on the atoms, in the same order (eV/Å):
W -0.3 -0.4 0.4
C 0.0 0.0 0.0
C 0.0 0.0 0.0
C 0.0 0.0 0.0
C 0.0 0.0 -0.1
C 0.0 0.0 0.0
C 0.0 0.0 0.0
H 0.0 0.0 0.0
H 0.0 0.0 0.0
H 0.0 0.0 0.0
H 0.0 0.0 0.0
H -0.1 0.0 0.0
H 0.0 0.0 0.0
C 0.0 0.0 -0.1
C -0.1 0.0 0.1
As 0.1 0.0 0.0
C 0.0 0.0 0.0
C 0.0 0.1 -0.1
C 0.0 0.0 0.0
C 0.0 0.0 0.0
C 0.0 0.0 0.0
C 0.0 0.1 0.0
C -0.1 0.0 0.0
C 0.0 0.0 0.0
C 0.0 0.0 0.0
C 0.0 0.0 0.0
C 0.1 0.0 0.1
C -0.1 0.1 -0.2
As 0.1 0.2 0.1
C 0.0 0.1 0.0
C -0.2 -0.1 -0.1
C 0.0 0.0 0.0
C 0.0 0.0 0.0
C 0.0 0.0 0.0
C 0.0 0.0 0.0
C 0.0 0.0 0.0
C 0.0 -0.1 0.1
C 0.0 0.0 0.0
C 0.0 0.0 0.0
C 0.0 0.0 0.0
C 0.1 -0.1 0.0
H 0.0 0.0 0.0
H 0.0 0.0 0.0
H 0.0 0.0 0.0
H 0.0 0.0 0.0
H 0.0 0.0 0.0
H 0.0 0.0 0.0
H 0.0 0.0 0.0
H 0.0 0.0 0.0
H 0.0 0.0 0.0
H 0.0 0.0 0.0
H 0.0 0.0 0.0
H 0.0 0.0 0.0
H 0.0 0.0 0.0
H 0.2 0.1 0.3
H 0.5 0.2 -0.2
H 0.0 0.0 0.0
H 0.0 0.0 0.0
H 0.0 0.0 0.0
H 0.0 0.0 0.0
H 0.0 0.0 0.0
H 0.0 0.0 0.0
H 0.0 0.0 0.0
H 0.0 0.0 0.0
H 0.0 0.0 0.0
N 0.0 0.0 -0.1
C 0.0 0.1 -0.1
C 0.0 0.0 0.0
C 0.0 -0.1 0.0
N -0.2 0.0 0.2
H 0.0 0.0 0.0
H 0.0 0.0 0.0
H 0.0 0.0 0.0
H 0.0 0.0 0.0
N 0.0 0.0 -0.2
C 0.0 0.0 0.1
C 0.0 0.0 0.0
C 0.0 0.0 0.0
C 0.0 0.0 0.0
C 0.0 0.0 0.0
C 0.0 0.0 0.0
H 0.0 0.0 0.0
H 0.0 0.0 0.0
H -0.1 0.0 0.0
H 0.0 0.0 0.0
H 0.0 0.0 0.0
H 0.0 0.0 0.0
H 0.0 0.0 0.0



# 3
Entry from the Open Molecules 2025 dataset: 2 unconnected molecules or ions with the total composition C8H15N2 (ωB97M-V/def2-TZVPD).

Properties
- ΔE to the lowest compared entry with this formula, charge and spin: 70.3 kcal per mole
- Net charge: +1
- Gap between HOMO and LUMO: 8.06 eV
- Total energy: -422.9823 hartree
- LUMO: -0.1655 Ha

Geometry (Å):
C: 0.21204 0.35266 2.59261
C: -1.57904 -2.23925 -1.46498
C: 0.40038 0.26625 1.10946
C: 0.18492 1.63825 2.98762
C: 0.61940 1.68416 0.66447
C: 0.50132 2.54730 1.87569
C: -0.91725 -0.07652 -1.99462
C: 0.72428 -1.86872 -1.95838
N: 0.49042 -0.86432 0.51178
N: -0.63201 -1.41560 -1.74427
H: -0.07232 -0.40753 3.28082
H: -1.24682 -3.19847 -1.24459
H: 0.23216 2.12087 3.95116
H: 1.74866 1.75080 0.42561
H: 0.04631 1.92097 -0.24756
H: -0.40062 3.25755 1.59785
H: 1.41131 3.17972 1.91113
H: -2.04577 -0.04761 -2.02636
H: -0.35955 0.53972 -1.20873
H: -0.50446 0.35499 -3.02538
H: 1.15539 -2.17714 -1.05572
H: 0.82308 -2.58325 -2.73277
H: 1.36049 -1.02633 -2.10397
H: -2.57121 -2.01262 -1.23425
H: 0.41889 -1.69589 1.13337

Forces on the atoms, in the same order (eV/Å):
C -0.9 1.8 0.1
C 2.6 0.8 0.3
C 0.1 -1.7 2.9
C 1.6 0.1 -0.3
C 2.7 -1.3 -2.0
C -2.4 2.8 -1.9
C -0.3 3.8 -1.5
C 0.8 0.4 0.0
N 0.0 0.6 -0.1
N -1.3 -2.4 -0.8
H 0.2 -1.0 0.0
H 0.3 -1.9 0.1
H -0.6 -0.7 0.5
H -1.7 -0.4 -0.4
H 0.3 0.5 0.6
H 1.6 -0.9 1.2
H -0.7 -0.2 0.8
H 1.3 1.0 0.3
H -1.4 -0.9 -1.1
H -0.8 -1.5 2.0
H 0.1 -1.2 1.2
H -0.2 -0.6 -0.9
H 0.1 0.8 -0.8
H -1.4 0.9 -0.2
H -0.1 1.1 -0.1